Entry 1:
The following is a quantum chemistry calculation of a cluster of 3 separate species, C2H9O in total, from the Open Molecules 2025 dataset.

ORCA input file:
```
! wB97M-V def2-TZVPD RIJCOSX def2/J DEFGRID3
* xyz 1 1
O -0.94106 0.10092 -1.92824
H -1.77023 0.58811 -1.98360
H -0.55989 0.64989 0.37534
H -0.64698 -0.19038 -2.79805
C 0.00954 -0.40895 0.87732
C 1.21667 0.18349 1.47999
H -0.87063 -0.49883 1.51084
H 0.06685 -1.09088 0.03942
H -0.42067 0.42295 -0.42086
H 1.60793 -0.38844 2.32155
H 2.04331 0.18484 0.77622
H 1.11266 1.18132 1.87225
*
```

Properties
Strongest force on any atom   2.43 eV Å⁻¹
HOMO energy   -17.57 eV
Calculated total energy   -4257.6441 eV
Molar mass   49.1 g mol⁻¹
Gap between HOMO and LUMO   13.04 eV
Relative energy (zero: lowest compared OMol25 entry of this formula, charge and spin)   54.2 kJ/mol

Entry 2:
The following is a quantum chemistry calculation of an isolated molecule of C13H22N4O3S, from the Open Molecules 2025 dataset.

ORCA input file:
```
! wB97M-V def2-TZVPD RIJCOSX def2/J DEFGRID3
* xyz 0 1
C -1.30743 -3.20143 0.22745
C -0.03629 -2.89096 1.00806
C 1.24329 -3.32646 0.29221
C 1.44439 -2.63927 -1.06627
N 1.32685 -1.20421 -0.98006
C 2.23420 -0.37310 -0.44482
C 3.55874 -0.74135 -0.12906
C 4.42049 0.20893 0.36866
N 4.09847 1.48123 0.58954
C 2.85949 1.84001 0.31840
C 1.90927 0.97249 -0.18558
S 0.24436 1.52925 -0.37756
O 0.15521 2.94271 -0.19548
O -0.36049 0.96759 -1.56348
N -0.47464 0.72967 0.92939
C -1.84705 0.44156 1.11426
O -2.29464 0.32421 2.23088
N -2.52080 0.24026 -0.02731
C -3.96760 0.10799 -0.05192
C -4.61410 1.46174 -0.34309
C -4.35683 -0.92916 -1.09925
H -1.35634 -4.25913 -0.02458
H -1.35817 -2.62051 -0.69023
H -2.17530 -2.94954 0.83161
H 0.00507 -1.81948 1.21279
H -0.07843 -3.40470 1.97053
H 2.09457 -3.09797 0.93672
H 1.22544 -4.40562 0.12833
H 2.42562 -2.90725 -1.46961
H 0.68956 -2.98559 -1.77278
H 0.43040 -0.79299 -1.19899
H 3.89828 -1.75227 -0.27978
H 5.44151 -0.05219 0.61277
H 2.58644 2.86881 0.50651
H -0.04316 0.97984 1.80814
H -2.06025 0.47718 -0.89695
H -4.26200 -0.23148 0.94631
H -4.29119 1.83181 -1.31413
H -5.69688 1.36986 -0.34509
H -4.32724 2.18356 0.41747
H -3.90471 -1.89074 -0.87228
H -4.02267 -0.60914 -2.08397
H -5.43636 -1.04924 -1.12117
*
```

Properties
Strongest force on any atom   0.91 eV Å⁻¹
HOMO energy   -9.00 eV
Calculated total energy   -36777.0991 eV
Molar mass   314.4 g mol⁻¹
Gap between HOMO and LUMO   9.44 eV
Relative energy (zero: lowest compared OMol25 entry of this formula, charge and spin)   34.5 kJ/mol
SMILES string   CCCCNc1ccncc1S(=O)(=O)NC(=O)NC(C)C

Entry 3:
The following is a quantum chemistry calculation of a structure of composition C22H30GeN2O5RuS, from the Open Molecules 2025 dataset.

ORCA input file:
```
! wB97M-V def2-TZVPD RIJCOSX def2/J DEFGRID3
* xyz 0 1
Ru -0.19108 -0.41860 -2.73925
O -1.48824 -2.26945 -2.44218
C -1.28700 -2.50362 -1.04007
C 0.19092 -2.72154 -0.83032
N 1.01728 -1.55849 -1.25585
C 2.21603 -1.99831 -2.01610
C 2.62073 -0.96867 -3.08166
O 3.79739 -0.71017 -3.24446
O 1.61622 -0.56862 -3.78049
C 1.50612 -0.80049 -0.06085
C -0.07227 0.88731 -0.32066
O -1.41637 0.95605 -0.34681
O 0.63518 1.52536 -1.07501
H -2.35262 -1.86201 -2.57498
H -1.83468 -3.40023 -0.73757
H -1.64988 -1.64514 -0.47435
H 0.48759 -3.59111 -1.41662
H 0.37406 -2.96225 0.22143
H 1.96546 -2.90854 -2.56202
H 3.04918 -2.21067 -1.34295
H 2.28120 -0.11767 -0.39550
H 1.92396 -1.49389 0.66950
C -3.55478 2.37673 -3.80398
Ge -1.77943 1.74895 -3.23745
C -1.43775 0.33806 -4.68163
C -0.48641 3.19954 -3.34142
C -1.78521 0.51819 -1.72930
H -3.49557 2.81008 -4.80355
H -3.93688 3.13350 -3.11909
H -4.26501 1.54919 -3.82683
H -1.32309 0.99676 -5.54508
H -2.38454 -0.19567 -4.77652
H -0.63408 -0.38694 -4.82108
H -0.70042 3.81137 -4.21838
H 0.53044 2.81871 -3.39848
H -0.56570 3.81847 -2.44834
H -2.76084 0.03013 -1.62253
N 0.44109 -0.04416 0.54669
S 0.98623 2.10053 3.16520
C 2.05998 0.69229 3.06189
C 3.26587 0.88968 2.38996
C 4.18926 -0.13848 2.29538
C 3.92445 -1.37627 2.86898
C 2.72087 -1.57384 3.52910
C 1.78705 -0.54833 3.62649
C -0.50087 1.40844 3.84723
C -1.56989 1.11553 3.00622
C -2.74234 0.59362 3.53459
C -2.84884 0.36101 4.89914
C -1.78504 0.66086 5.73905
C -0.61400 1.19067 5.21610
H -0.25554 -0.57035 1.05292
H 3.47622 1.85015 1.93516
H 5.11992 0.02978 1.76891
H 4.64998 -2.17616 2.80076
H 2.50255 -2.53220 3.98449
H 0.85816 -0.71639 4.15503
H -1.48771 1.30372 1.94277
H -3.57334 0.37353 2.87682
H -3.76334 -0.04657 5.31011
H -1.86887 0.49004 6.80439
H 0.21823 1.43656 5.86308
*
```

Properties
Strongest force on any atom   1.10 eV Å⁻¹
HOMO energy (spin up / spin down)   -7.84 / -7.82 eV
Calculated total energy   -106449.4468 eV
Molar mass   608.2 g mol⁻¹
Gap between HOMO and LUMO (spin up / spin down)   7.99 / 8.01 eV
Relative energy (zero: lowest compared OMol25 entry of this formula, charge and spin)   0.0 kJ/mol

Entry 4:
The following is a quantum chemistry calculation of a cluster of 3 separate species, C4H8N2 in total, from the Open Molecules 2025 dataset.

ORCA input file:
```
! wB97M-V def2-TZVPD RIJCOSX def2/J DEFGRID3
* xyz 0 1
C -1.06143 -1.16850 -0.83608
N -1.04564 -0.25430 0.18525
C 0.17574 0.32510 0.51074
C 0.90936 1.15564 -0.52949
C 0.26932 0.79990 1.87206
N 0.39175 1.13442 2.97248
H -0.68484 -0.83408 -1.80156
H -1.93627 -1.81899 -0.87826
H 0.36995 -1.73894 -0.32571
H -1.58443 -0.53429 1.00188
H 0.88568 -1.18714 0.19276
H 1.89867 1.43308 -0.14806
H 1.05571 0.60663 -1.46695
H 0.35645 2.08147 -0.74907
*
```

Properties
Strongest force on any atom   0.66 eV Å⁻¹
HOMO energy   -8.65 eV
Calculated total energy   -7254.2597 eV
Molar mass   84.1 g mol⁻¹
Gap between HOMO and LUMO   9.10 eV
Relative energy (zero: lowest compared OMol25 entry of this formula, charge and spin)   348.9 kJ/mol

Entry 5:
The following is a quantum chemistry calculation of a cluster of 12 separate species, C20H64N4O12 in total, from the Open Molecules 2025 dataset.

ORCA input file:
```
! wB97M-V def2-TZVPD RIJCOSX def2/J DEFGRID3
* xyz 0 1
N -3.67564 1.45574 0.07125
C -3.69392 2.57211 -0.53452
N -2.84409 3.44672 -0.06345
O -4.57926 2.74916 -1.65818
H -4.45026 0.78012 -0.11445
H -3.08242 1.25414 0.89456
H -2.75633 4.35222 -0.61840
H -2.28181 3.36166 0.72529
N 1.50603 -4.40160 0.92438
C 0.98881 -3.67552 1.83549
N -0.12938 -3.09812 1.56163
O 1.57017 -3.54658 3.03611
H 2.29889 -4.94357 1.24150
H 1.23765 -4.52080 -0.05592
H -0.57290 -2.71239 2.37959
H -0.67822 -3.24569 0.70933
C 1.54907 -1.45377 -4.01594
C 1.58803 -1.63011 -2.50559
O 2.41008 -0.63458 -1.90687
H 0.86145 -2.22477 -4.48539
H 2.65055 -1.45295 -4.40595
H 0.98348 -0.57392 -4.35780
H 1.99751 -2.62559 -2.18796
H 0.59589 -1.57970 -2.04629
H 2.06290 -0.58213 -0.99691
C 1.48402 0.04707 3.98218
C 2.60449 1.02106 3.73872
O 2.13940 2.25363 4.07170
H 1.14426 0.13578 5.04070
H 1.84927 -0.95737 3.87463
H 0.60123 0.27396 3.32754
H 2.88092 0.99710 2.64941
H 3.47552 0.68603 4.32187
H 1.81527 2.21276 4.97099
C -2.84286 -1.07561 1.68141
C -2.42220 -0.15785 2.89814
O -2.32747 1.18678 2.51548
H -3.79207 -0.79386 1.32434
H -2.89720 -2.11619 1.91399
H -2.01204 -1.16083 0.92232
H -1.50044 -0.47779 3.41984
H -3.16791 -0.17966 3.73453
H -1.74175 1.61206 3.13285
C 0.32434 3.93844 1.85783
C 0.38168 4.73928 0.63087
O 1.69818 5.31052 0.58370
H 0.75556 4.45229 2.73334
H 0.92505 3.01793 1.71327
H -0.74765 3.62198 2.00175
H -0.36670 5.48483 0.68245
H 0.18440 4.21638 -0.27061
H 2.33356 4.54996 0.42747
C 4.17456 -2.54782 0.82327
C 4.12979 -1.42184 1.82034
O 5.32928 -1.29287 2.56339
H 5.09509 -2.61629 0.25647
H 3.36609 -2.45287 0.07081
H 3.94980 -3.53419 1.34029
H 3.29969 -1.55070 2.50670
H 4.03409 -0.47713 1.27040
H 5.36051 -2.12870 3.05614
C -2.96101 -4.17538 -2.02661
C -2.49388 -3.60880 -0.66625
O -1.48862 -2.71078 -0.99238
H -3.54373 -5.16088 -1.96712
H -2.09771 -4.29992 -2.63958
H -3.56765 -3.44393 -2.49321
H -2.14279 -4.46390 -0.01405
H -3.33649 -3.11141 -0.19058
H -1.90459 -1.94211 -1.37687
C -2.09317 -1.16878 -3.93335
C -3.10424 -0.55733 -2.96121
O -2.39722 -0.32497 -1.79367
H -2.44950 -1.12619 -4.94944
H -1.89481 -2.18628 -3.65119
H -1.19181 -0.56911 -3.92156
H -3.88911 -1.27171 -2.70524
H -3.58595 0.32981 -3.28217
H -2.89784 0.30725 -1.24052
C -0.33978 2.19570 -2.46306
C -1.23473 2.56100 -3.72221
O -2.20675 3.46100 -3.25177
H -0.88332 2.00683 -1.52115
H 0.36308 2.95171 -2.22535
H 0.03901 1.17198 -2.66761
H -1.73665 1.66079 -4.15793
H -0.54852 2.96733 -4.55950
H -2.76994 2.93826 -2.70068
C 0.17189 0.33168 0.44123
O 1.10898 -0.75107 0.41237
H -0.66610 0.27413 -0.19296
H 0.71087 1.24290 0.24356
H -0.25180 0.33280 1.45889
H 0.64943 -1.56593 0.63852
C 3.43171 2.45184 -0.23130
O 3.66405 3.62956 0.50506
H 4.22232 2.35531 -1.00969
H 2.44735 2.43584 -0.73976
H 3.39657 1.55991 0.45096
H 4.39840 3.38652 1.08337
*
```

Properties
Strongest force on any atom   8.59 eV Å⁻¹
HOMO energy   -9.56 eV
Calculated total energy   -52304.0455 eV
Molar mass   552.7 g mol⁻¹
Gap between HOMO and LUMO   9.68 eV
Relative energy (zero: lowest compared OMol25 entry of this formula, charge and spin)   229.0 kJ/mol
SMILES string   NC(N)=O.NC(N)=O.CCO.CCO.CCO.CCO.CCO.CCO.CCO.CCO.CO.CO